{
  "formula": "CH3INOP",
  "method": "wB97M-V/def2-TZVPD",
  "lumo_energy_ev": -1.0,
  "homo_lumo_gap_ev": 8.6996,
  "smiles": "[H][H].N#CI.O=P",
  "de_lowest_kcal_mol": 71.30,
  "e_homo_ev": -9.71,
  "elements": ["P", "H", "I", "H", "N", "O", "H", "C"],
  "positions_angstrom": [[-0.921, 0.576, -0.205], [-3.605, 0.777, -0.441], [2.006, 2.336, -2.772], [-4.289, 0.836, -0.349], [2.087, 0.442, -0.190], [-0.369, 1.555, -1.129], [-1.393, -0.517, -1.051], [1.993, 1.053, -1.183]],
  "atomic_forces_ev_per_a": [[-0.7383, -1.0237, 1.2673], [1.9817, -0.1666, -0.3001], [0.2404, -0.6995, 0.6061], [-2.0421, 0.1702, 0.2878], [-0.0396, 0.9599, -2.1250], [-0.6082, 1.1530, -0.9757], [0.0479, 0.0010, -0.0907], [1.1582, -0.3943, 1.3303]],
  "mulliken_charge": [0.310, -0.125, 0.324, 0.084, -0.474, -0.337, 0.039, 0.178]
}